a | {"formula": "H14O7V", "method": "ωB97M-V with the def2-TZVPD basis set", "e_homo_ev": [-15.8, -19.9], "s2": 3.752, "charge": 2, "gap_ev": [9.00, 13.03], "spin_multiplicity": 4, "elements": ["V", "O", "H", "H", "O", "H", "H", "O", "H", "H", "O", "H", "H", "O", "H", "H", "O", "H", "H", "O", "H", "H"], "positions_angstrom": [[0.021, -0.024, 0.146], [0.324, -2.218, 0.098], [-0.011, -2.813, 0.735], [0.643, -2.755, -0.625], [2.259, -0.203, -0.414], [3.006, -0.438, 0.134], [2.490, 0.677, -0.740], [-0.719, -0.515, 2.171], [-0.226, -0.966, 2.891], [-1.541, -1.033, 2.055], [1.187, 1.565, 1.407], [1.517, 2.269, 0.839], [0.637, 1.999, 2.071], [-0.902, 2.024, -0.505], [-1.534, 2.088, -1.253], [-0.834, 2.859, -0.070], [0.147, -0.042, -2.213], [0.799, 0.559, -2.595], [-0.201, -0.471, -2.954], [-2.018, -0.718, -0.298], [-2.843, -0.457, 0.072], [-2.199, -1.396, -0.955]]}

b | {"formula": "H14O7V", "method": "ωB97M-V with the def2-TZVPD basis set", "e_homo_ev": [-15.8, -19.5], "s2": 3.752, "charge": 2, "gap_ev": [8.90, 12.59], "spin_multiplicity": 4, "elements": ["V", "O", "H", "H", "O", "H", "H", "O", "H", "H", "O", "H", "H", "O", "H", "H", "O", "H", "H", "O", "H", "H"], "positions_angstrom": [[0.121, 0.002, -0.072], [0.873, -1.994, -0.873], [0.900, -2.799, -0.319], [1.728, -1.992, -1.293], [-0.185, 0.238, -2.332], [0.394, 0.104, -3.113], [-0.923, 0.710, -2.528], [-0.075, -1.210, 1.770], [0.410, -1.294, 2.631], [-0.724, -1.898, 1.864], [2.178, 0.178, 0.678], [2.382, -0.157, 1.523], [2.595, 1.011, 0.677], [-2.003, -0.884, -0.322], [-2.232, -1.843, -0.287], [-2.703, -0.459, -0.878], [0.509, 2.182, -0.576], [1.349, 2.580, -0.731], [0.167, 2.558, 0.233], [-1.411, 1.345, 1.083], [-1.241, 1.658, 2.033], [-2.109, 1.966, 0.834]]}

a wins, 0.0159 hartree ahead of the next structure.

a | {"formula": "C4H9NO2", "method": "ωB97M-V with the def2-TZVPD basis set", "e_homo_ev": -9.8, "smiles": "C[C@@H](C=O)/N=C\\O.[H][H]", "gap_ev": 10.37, "elements": ["C", "C", "C", "O", "N", "C", "O", "H", "H", "H", "H", "H", "H", "H", "H", "H"], "positions_angstrom": [[1.861, 0.373, -0.170], [0.455, 0.229, 0.401], [-0.483, 1.284, -0.196], [-1.630, 1.455, 0.171], [0.002, -1.152, 0.218], [-1.086, -1.530, 0.762], [-1.976, -0.830, 1.466], [2.520, -0.364, 0.293], [2.261, 1.373, 0.027], [1.869, 0.195, -1.251], [0.471, 0.440, 1.482], [-0.075, 1.938, -0.989], [-1.395, -2.570, 0.682], [-1.903, 0.125, 1.227], [-0.522, -0.204, -2.300], [-0.368, -0.761, -1.824]]}

b | {"formula": "C4H9NO2", "method": "ωB97M-V with the def2-TZVPD basis set", "e_homo_ev": -10.0, "smiles": "C[C@H](O)CC(N)=O", "gap_ev": 10.66, "elements": ["C", "C", "O", "C", "C", "N", "O", "H", "H", "H", "H", "H", "H", "H", "H", "H"], "positions_angstrom": [[-1.291, -0.788, -1.566], [-0.714, -0.363, -0.234], [-1.551, 0.621, 0.356], [0.806, -0.311, -0.272], [1.519, 0.265, 0.949], [1.003, 1.416, 1.491], [2.467, -0.317, 1.431], [-1.122, -0.023, -2.328], [-2.355, -0.968, -1.437], [-0.812, -1.686, -1.925], [-0.945, -1.284, 0.321], [-1.213, 0.752, 1.255], [1.181, 0.266, -1.125], [1.167, -1.336, -0.320], [1.179, 1.572, 2.470], [0.681, 2.186, 0.933]]}

b wins, 0.0582 hartree ahead of the next structure.

a | {"formula": "C4H9NO2", "method": "ωB97M-V with the def2-TZVPD basis set", "e_homo_ev": -10.0, "smiles": "[H]/N=C/CO.CC=O", "gap_ev": 10.76, "elements": ["H", "N", "C", "C", "O", "H", "H", "H", "H", "C", "C", "O", "H", "H", "H", "H"], "positions_angstrom": [[1.806, 0.703, 1.495], [1.297, -0.162, 1.309], [0.045, 0.032, 1.242], [-0.844, -1.163, 0.957], [-0.534, -2.237, 1.811], [-0.426, 1.017, 1.365], [-1.898, -0.910, 1.107], [-0.705, -1.439, -0.103], [0.430, -2.322, 1.777], [-0.368, 1.149, -1.552], [0.841, 0.253, -1.689], [0.775, -0.914, -1.989], [-0.180, 1.983, -0.868], [-1.236, 0.571, -1.222], [-0.602, 1.564, -2.539], [1.825, 0.740, -1.524]]}

b | {"formula": "C4H9NO2", "method": "ωB97M-V with the def2-TZVPD basis set", "e_homo_ev": -9.8, "smiles": "C/N=C/OCC=O.[H][H]", "gap_ev": 10.66, "elements": ["C", "N", "C", "O", "C", "C", "O", "H", "H", "H", "H", "H", "H", "H", "H", "H"], "positions_angstrom": [[-2.335, -0.435, -1.886], [-1.137, -0.250, -1.092], [-1.076, 0.717, -0.294], [0.007, 0.988, 0.499], [1.097, 0.124, 0.414], [2.284, 0.426, 1.201], [3.136, -0.407, 1.455], [-2.061, -0.424, -2.946], [-2.766, -1.418, -1.666], [-3.108, 0.328, -1.720], [-1.852, 1.471, -0.114], [0.798, -0.897, 0.168], [2.039, 0.515, -0.298], [2.341, 1.501, 1.447], [0.943, -1.100, 2.430], [1.689, -1.140, 2.404]]}

c | {"formula": "C4H9NO2", "method": "ωB97M-V with the def2-TZVPD basis set", "e_homo_ev": -8.4, "gap_ev": 9.39, "elements": ["C", "C", "C", "O", "C", "O", "N", "H", "H", "H", "H", "H", "H", "H", "H", "H"], "positions_angstrom": [[0.075, 2.053, 0.468], [0.384, 0.654, -0.169], [1.059, -0.281, 0.809], [0.615, -1.531, 0.284], [-0.491, -1.110, -0.430], [-1.692, -0.876, 0.203], [-0.699, -1.988, -1.472], [1.020, 2.576, 0.728], [-0.457, 2.750, -0.190], [-0.480, 2.013, 1.418], [-1.562, 0.064, 0.376], [0.987, 0.836, -1.060], [2.151, -0.291, 0.842], [0.668, -0.150, 1.829], [-1.627, -2.137, -1.837], [0.047, -2.583, -1.799]]}

a wins, 0.0317 hartree ahead of the next structure.

a | {"formula": "C4H9NO2", "method": "ωB97M-V with the def2-TZVPD basis set", "e_homo_ev": [-8.9, -7.3], "gap_ev": [9.04, 6.58], "elements": ["C", "N", "C", "C", "O", "O", "C", "H", "H", "H", "H", "H", "H", "H", "H", "H"], "positions_angstrom": [[0.984, 1.628, 0.070], [0.102, 0.901, -0.817], [-1.271, 0.930, -0.365], [-1.316, -0.540, -0.192], [-1.737, -1.452, -0.840], [-0.348, -0.834, 0.889], [0.214, -1.970, 0.830], [0.761, 2.707, 0.037], [2.020, 1.501, -0.259], [0.930, 1.323, 1.131], [1.027, -0.631, -0.949], [-1.991, 1.241, -1.132], [-1.469, 1.469, 0.575], [0.911, -2.216, 1.626], [1.363, -1.338, -0.751], [-0.178, -2.719, 0.146]]}

b | {"formula": "C4H9NO2", "method": "ωB97M-V with the def2-TZVPD basis set", "e_homo_ev": -8.7, "gap_ev": 9.38, "elements": ["N", "C", "O", "C", "C", "C", "O", "H", "H", "H", "H", "H", "H", "H", "H", "H"], "positions_angstrom": [[-1.420, 0.455, -0.200], [-0.846, 1.656, 0.181], [-1.412, 2.433, 0.926], [0.584, 1.638, -0.159], [0.642, -0.208, 0.734], [0.729, -1.473, -0.153], [-0.501, -2.158, -0.381], [-2.183, 0.139, 0.359], [-1.351, 0.119, -1.140], [0.872, 1.294, -1.150], [1.101, 2.614, 0.048], [1.599, 0.023, 1.132], [-0.075, -0.429, 1.557], [1.199, -1.203, -1.105], [1.419, -2.162, 0.373], [-0.296, -2.966, -0.878]]}

b wins, 0.0874 hartree ahead of the next structure.

a | {"formula": "C4H9NO2", "method": "ωB97M-V with the def2-TZVPD basis set", "e_homo_ev": -8.8, "smiles": "CN(C)CC(=O)O", "gap_ev": 9.66, "elements": ["C", "N", "C", "C", "C", "O", "O", "H", "H", "H", "H", "H", "H", "H", "H", "H"], "positions_angstrom": [[0.867, 1.380, -0.680], [0.192, 0.487, 0.263], [-0.764, 1.210, 1.095], [-0.440, -0.619, -0.435], [0.406, -1.847, -0.231], [1.561, -1.912, -0.554], [-0.258, -2.866, 0.338], [0.218, 1.628, -1.527], [1.144, 2.308, -0.181], [1.784, 0.888, -1.001], [-0.226, 1.944, 1.691], [-1.309, 0.521, 1.736], [-1.546, 1.723, 0.504], [-1.435, -0.753, -0.012], [-0.583, -0.523, -1.513], [0.391, -3.568, 0.506]]}

b | {"formula": "C4H9NO2", "method": "ωB97M-V with the def2-TZVPD basis set", "e_homo_ev": -9.8, "smiles": "CC(C)NC(=O)O", "gap_ev": 10.60, "elements": ["C", "C", "C", "N", "C", "O", "O", "H", "H", "H", "H", "H", "H", "H", "H", "H"], "positions_angstrom": [[-0.766, -1.748, 0.854], [0.483, -0.894, 0.973], [1.553, -1.473, 0.069], [0.241, 0.487, 0.585], [-0.339, 0.995, -0.524], [-0.660, 0.411, -1.533], [-0.505, 2.332, -0.361], [-1.306, -1.833, -0.088], [-1.519, -1.597, 1.636], [-0.453, -2.762, 1.059], [0.786, -0.911, 1.970], [1.147, -1.608, -0.930], [1.867, -2.463, 0.404], [2.402, -0.805, 0.003], [0.538, 1.220, 1.208], [-0.805, 2.722, -1.195]]}

b wins, 0.0373 hartree ahead of the next structure.

a | {"formula": "C4H9NO2", "method": "ωB97M-V with the def2-TZVPD basis set", "e_homo_ev": -8.5, "gap_ev": 9.24, "elements": ["C", "C", "C", "N", "C", "O", "O", "H", "H", "H", "H", "H", "H", "H", "H", "H"], "positions_angstrom": [[1.589, -0.998, 0.487], [0.048, -1.064, 0.639], [-1.325, 1.666, 0.345], [-1.032, 0.756, -0.751], [-0.136, -0.258, -0.609], [2.130, -1.769, -0.353], [0.181, -0.869, -1.752], [0.967, -1.464, -1.524], [-0.980, 1.182, -1.667], [2.156, -0.604, 1.343], [1.305, 0.326, -0.146], [-0.298, -0.549, 1.533], [-0.363, -2.075, 0.579], [-1.809, 1.138, 1.166], [-2.015, 2.428, -0.013], [-0.418, 2.154, 0.723]]}

b | {"formula": "C4H9NO2", "method": "ωB97M-V with the def2-TZVPD basis set", "e_homo_ev": -10.2, "smiles": "C/N=C\\OCCO", "gap_ev": 11.12, "elements": ["C", "N", "C", "O", "C", "C", "O", "H", "H", "H", "H", "H", "H", "H", "H", "H"], "positions_angstrom": [[-0.408, -0.913, -1.806], [-0.641, 0.560, -1.677], [-1.050, 0.854, -0.523], [-1.250, -0.114, 0.410], [-0.249, -0.290, 1.406], [1.027, 0.538, 1.266], [1.828, 0.207, 0.153], [0.570, -1.054, -2.259], [-0.435, -1.532, -0.898], [-1.197, -1.275, -2.463], [-1.318, 1.856, -0.176], [-0.761, -0.034, 2.334], [0.028, -1.353, 1.414], [0.795, 1.613, 1.293], [1.626, 0.317, 2.156], [1.436, 0.619, -0.630]]}

b wins, 0.0355 hartree ahead of the next structure.

a | {"formula": "C4H11NO3", "method": "ωB97M-V with the def2-TZVPD basis set", "e_homo_ev": -9.5, "smiles": "CC[C@@H](N)C(=O)O.O", "gap_ev": 10.21, "elements": ["C", "C", "C", "N", "C", "O", "O", "H", "H", "H", "H", "H", "H", "H", "H", "H", "O", "H", "H"], "positions_angstrom": [[0.252, -1.088, 1.649], [0.259, 0.335, 1.076], [0.619, 0.428, -0.442], [2.005, 0.113, -0.760], [-0.292, -0.521, -1.164], [-1.479, -0.350, -1.286], [0.283, -1.650, -1.620], [0.735, -1.755, 0.943], [-0.753, -1.421, 1.870], [0.862, -1.160, 2.556], [1.036, 0.949, 1.541], [-0.696, 0.859, 1.129], [0.429, 1.465, -0.698], [2.691, 0.570, -0.177], [2.184, -0.887, -0.636], [-0.466, -2.237, -1.840], [-2.425, 2.373, -0.993], [-2.499, 2.509, -0.042], [-2.746, 1.469, -1.107]]}

b | {"formula": "C4H11NO3", "method": "ωB97M-V with the def2-TZVPD basis set", "e_homo_ev": -9.3, "smiles": "CCNCC(=O)O.O", "gap_ev": 9.94, "elements": ["C", "C", "N", "C", "C", "O", "O", "H", "H", "H", "H", "H", "H", "H", "H", "H", "O", "H", "H"], "positions_angstrom": [[-2.314, 0.204, -0.302], [-1.149, -0.626, -0.854], [-0.450, -1.451, 0.140], [0.217, -0.735, 1.233], [0.491, 0.738, 1.021], [0.999, 1.227, 0.053], [0.039, 1.474, 2.056], [-2.900, 0.633, -1.112], [-1.971, 1.041, 0.295], [-2.959, -0.489, 0.231], [-0.396, -0.073, -1.406], [-1.596, -1.309, -1.575], [-1.161, -2.046, 0.552], [-0.287, -0.842, 2.201], [1.188, -1.187, 1.482], [0.055, 2.410, 1.782], [2.274, -0.690, -2.677], [2.418, 0.115, -2.157], [1.651, -1.181, -2.126]]}

c | {"formula": "C4H11NO3", "method": "ωB97M-V with the def2-TZVPD basis set", "e_homo_ev": -9.8, "smiles": "CN(C=O)CCO.O", "gap_ev": 10.35, "elements": ["C", "N", "C", "O", "C", "C", "O", "H", "H", "H", "H", "H", "H", "H", "H", "H", "O", "H", "H"], "positions_angstrom": [[1.490, 0.115, -1.490], [0.339, -0.365, -0.548], [-0.826, -0.620, -1.206], [-1.937, -0.835, -0.744], [0.349, 0.061, 0.840], [0.336, 1.575, 0.922], [1.280, 2.171, 1.728], [1.605, 1.186, -1.394], [2.480, -0.311, -1.277], [1.148, -0.112, -2.466], [-0.896, -0.946, -2.279], [1.113, -0.327, 1.471], [-0.537, -0.177, 1.371], [0.253, 2.228, -0.044], [-0.608, 1.829, 1.476], [1.892, 1.410, 1.832], [-2.364, -2.665, 0.709], [-1.885, -1.869, 0.839], [-3.233, -2.346, 0.259]]}

a wins, 0.0158 hartree ahead of the next structure.

a | {"formula": "C18H25N3O2", "method": "ωB97M-V with the def2-TZVPD basis set", "e_homo_ev": -7.3, "smiles": "CCN1CCN(Cc2c(C)[nH]c3ccc(OC)cc3c2=O)CC1", "gap_ev": 7.98, "elements": ["C", "C", "N", "C", "C", "N", "C", "C", "C", "C", "N", "C", "C", "C", "C", "O", "C", "C", "C", "C", "O", "C", "C", "H", "H", "H", "H", "H", "H", "H", "H", "H", "H", "H", "H", "H", "H", "H", "H", "H", "H", "H", "H", "H", "H", "H", "H", "H"], "positions_angstrom": [[-5.820, -1.871, 0.610], [-4.526, -1.194, 1.055], [-3.521, -1.271, 0.009], [-2.145, -1.296, 0.476], [-1.635, 0.086, 0.910], [-1.765, 1.094, -0.135], [-0.782, 0.950, -1.209], [0.624, 1.077, -0.689], [1.071, 2.235, -0.130], [0.210, 3.450, -0.002], [2.344, 2.342, 0.336], [3.239, 1.305, 0.283], [4.541, 1.446, 0.774], [5.419, 0.394, 0.714], [5.029, -0.837, 0.163], [5.984, -1.807, 0.158], [5.648, -3.063, -0.383], [3.744, -0.981, -0.322], [2.841, 0.083, -0.269], [1.477, -0.095, -0.791], [1.101, -1.162, -1.271], [-3.138, 1.115, -0.618], [-3.663, -0.270, -1.036], [-6.284, -1.332, -0.212], [-6.524, -1.908, 1.437], [-5.607, -2.883, 0.279], [-4.140, -1.726, 1.928], [-4.747, -0.160, 1.367], [-2.063, -2.001, 1.306], [-1.522, -1.668, -0.342], [-0.585, 0.020, 1.204], [-2.212, 0.440, 1.772], [-0.985, 1.743, -1.936], [-0.846, -0.017, -1.726], [0.164, 3.979, -0.955], [-0.799, 3.146, 0.265], [0.600, 4.131, 0.752], [2.647, 3.215, 0.744], [4.851, 2.390, 1.201], [6.426, 0.488, 1.088], [6.544, -3.675, -0.287], [5.372, -2.984, -1.439], [4.828, -3.531, 0.171], [3.381, -1.899, -0.757], [-3.206, 1.809, -1.460], [-3.755, 1.511, 0.196], [-4.713, -0.194, -1.320], [-3.102, -0.625, -1.905]]}

b | {"formula": "C18H25N3O2", "method": "ωB97M-V with the def2-TZVPD basis set", "e_homo_ev": -7.1, "gap_ev": 7.17, "elements": ["C", "C", "C", "H", "H", "C", "N", "C", "C", "C", "C", "C", "C", "C", "N", "H", "C", "O", "N", "H", "C", "C", "C", "C", "H", "H", "H", "H", "H", "H", "H", "H", "H", "O", "C", "C", "H", "H", "H", "H", "H", "H", "H", "H", "H", "H", "H", "H"], "positions_angstrom": [[3.932, -1.201, -1.790], [2.665, -1.714, -2.481], [2.311, -3.171, -2.012], [1.564, -3.605, -2.579], [3.400, -3.779, -2.502], [2.353, -3.435, -0.549], [1.410, -2.598, 0.007], [-0.156, -2.637, -0.388], [-0.760, -1.573, 0.230], [-2.001, -1.014, 0.532], [-2.358, -0.031, 1.247], [-1.194, 0.751, 1.609], [0.311, 0.520, 1.437], [0.313, -0.830, 0.920], [1.524, -1.372, 0.476], [1.128, 0.815, 2.049], [-1.280, 2.163, 2.507], [-2.391, 2.188, 3.137], [-0.634, 3.133, 2.412], [0.319, 2.836, 1.924], [-0.667, 4.345, 2.919], [-0.972, 5.276, 2.137], [-1.962, 5.153, 0.938], [-0.390, 5.322, 0.774], [-0.336, 6.410, 0.014], [0.146, 4.686, 0.348], [-2.411, 6.067, 0.560], [-2.425, 4.201, 0.753], [-0.948, 6.336, 2.579], [0.300, 4.624, 3.652], [-1.610, 4.242, 3.701], [-3.193, 0.514, 1.276], [-2.931, -1.596, 0.200], [-0.399, -3.729, -0.979], [-1.801, -3.846, -1.349], [-2.381, -2.939, -2.387], [-3.299, -2.936, -2.911], [-1.494, -3.199, -3.086], [-2.071, -1.893, -2.155], [-2.054, -5.057, -1.591], [-2.429, -3.617, -0.305], [3.198, -3.363, 0.146], [2.032, -4.507, -0.326], [2.981, -1.868, -3.646], [1.771, -1.327, -2.423], [4.804, -1.698, -1.950], [3.828, -0.940, -0.778], [4.253, -0.108, -2.295]]}

a wins, 0.5910 hartree ahead of the next structure.